[1]
The following is a quantum chemistry calculation of an isolated molecule of C26H36N4O2S, from the Open Molecules 2025 dataset.

Geometry as XYZ:
```
69
Properties=species:S:1:pos:R:3:forces:R:3:lowdin_charge:R:1
C -4.0669 1.3847 -1.7239 1.4929 -2.6600 -8.5611 -0.08
C -3.1438 2.3610 -2.3946 5.7760 -0.0631 3.8174 -0.06
N -2.2152 2.9568 -1.1281 0.6015 -5.4107 -4.5360 -0.13
C -2.7077 3.9967 -0.5870 -2.5467 6.7984 7.6530 -0.26
C -1.4676 4.7288 0.2631 -5.7691 1.7298 -7.6246 -0.23
C -1.1131 3.8549 1.1623 10.2906 -5.0003 8.2687 -0.22
C -0.4533 2.5655 0.4991 1.3553 2.4618 7.5860 -0.17
C 0.6311 1.7460 1.2034 -3.6424 2.5070 -0.3037 0.00
C 0.7661 0.5088 0.6787 3.7284 0.4533 0.9737 -0.22
C 2.0377 -0.2587 1.4224 -5.8061 5.0246 3.4162 -0.18
N 2.4965 -1.3159 0.8101 -0.4415 -9.0910 -4.0767 -0.13
C 3.5732 -1.1900 0.0184 6.5655 -4.4012 -0.8893 -0.34
C 3.5038 -0.6619 -1.2995 5.8410 7.7626 1.9783 -0.13
N 3.1056 0.8249 -1.1081 0.1950 -2.0363 -2.7615 -0.10
C 4.1426 1.6374 -0.6421 5.2568 -1.5075 1.2874 -0.29
C 3.8341 3.0216 -0.5440 -3.4080 5.1867 4.9399 -0.31
O 3.3142 3.7750 -1.6008 -2.3454 -3.9887 -2.7626 -0.12
C 2.2080 2.7871 -2.1424 0.3302 0.0134 6.4648 -0.05
C 2.7027 1.3746 -2.4359 -9.3840 -1.6245 7.7758 -0.12
C 1.8316 -2.6670 0.3554 -5.7378 9.6924 8.1092 -0.65
S 2.2675 -3.9757 -0.1912 2.2369 -4.5124 -2.9093 0.94
N 0.3013 -2.4813 1.2150 8.8000 -0.7987 -3.0436 0.05
C -0.2898 -3.6719 1.3623 -8.6415 5.8540 1.2270 -0.32
C -1.7812 -3.1557 1.4816 -0.6445 -6.8026 0.3312 0.07
C -2.7797 -4.2424 1.6970 2.4364 2.8345 -0.5393 0.02
C -2.2553 -5.6151 1.7912 -6.8812 3.2897 0.1747 -0.39
O -3.0189 -6.6924 2.1106 -4.5333 0.1955 -1.2895 -0.11
C -4.6068 -6.4171 1.9100 5.3486 -0.5631 11.7263 0.05
C -1.0199 -5.8609 1.7175 5.7622 -1.5246 0.8551 -0.05
C -0.0084 -4.9296 1.6586 -6.8746 1.8789 -0.9157 -0.07
C 0.2198 0.1144 -0.5857 -2.6085 2.9970 1.0419 -0.07
C -0.7930 0.8324 -1.1940 2.9230 4.4542 7.5170 0.10
C -1.2837 2.2474 -0.4043 0.1690 -7.7907 -9.1101 -0.16
H -4.6714 0.9185 -2.6453 0.7180 0.8675 1.8071 0.13
H -4.7169 1.7339 -1.1330 -4.8998 3.2153 4.5256 -0.01
H -3.6909 0.5055 -1.3091 1.6080 -1.0690 0.7496 0.06
H -2.1834 1.8135 -2.8517 -2.9293 1.4717 -0.3502 0.13
H -3.4225 3.3970 -2.7310 -0.3038 -1.8088 -0.5027 0.12
H -3.4243 3.8232 0.3908 0.7356 -0.1220 -1.7188 0.15
H -3.3331 4.6947 -1.1261 0.3446 0.1144 -0.9226 0.11
H -0.8327 5.1188 -0.4517 2.1257 0.0650 -1.4041 0.12
H -1.8689 5.5289 0.6557 -2.4000 4.3754 2.1797 0.07
H -1.5606 3.7199 2.1824 -0.5291 -0.1091 -1.4612 0.14
H -0.0285 4.3248 1.5883 -2.2379 -0.7542 -0.4618 0.17
H 1.0462 2.2319 2.2211 -0.6994 -1.4967 -2.6454 0.17
H 2.7973 0.6044 1.5774 -1.0002 -1.9700 -0.2205 0.15
H 1.4728 -0.5241 2.4201 1.6933 0.3865 -1.2439 0.15
H 4.1291 -2.2413 -0.2975 -1.6786 1.6337 1.4733 0.14
H 4.3742 -0.8581 0.6326 1.0362 1.2487 0.1833 0.11
H 4.4889 -0.6952 -1.9071 -1.1214 -0.1555 1.1634 0.17
H 2.8469 -1.0484 -1.8488 -5.7100 -3.3157 -4.3611 0.03
H 4.8293 1.2456 0.2247 -2.5135 0.6143 -0.1385 0.17
H 5.0980 1.7111 -1.1558 0.3414 -0.8147 -2.4168 0.12
H 4.5048 3.8014 -0.2043 1.5786 -1.0614 0.5662 0.13
H 3.0364 3.1237 0.3680 0.9655 -0.2829 -1.6876 0.15
H 1.7275 3.2572 -2.8697 -1.7744 2.0430 -3.4001 0.06
H 1.4632 2.7672 -1.1567 1.6815 -0.2155 -2.6943 0.16
H 1.8251 0.5947 -2.7669 1.8089 2.4528 0.3701 0.18
H 3.3413 1.4526 -3.0830 7.5970 0.0957 -7.0599 0.02
H 0.0471 -1.5064 1.3086 -0.7957 -0.8108 -0.0171 0.06
H -1.9592 -2.0826 1.4125 -0.3614 -0.4838 -0.0512 0.09
H -3.8600 -3.9670 1.7922 1.2377 -0.4572 -0.0727 0.08
H -5.0104 -7.2456 2.5142 -0.2580 -0.0458 -1.7163 0.08
H -4.8753 -5.9567 1.1094 -1.6820 2.0209 -5.4131 -0.01
H -4.7004 -5.5528 2.9125 -0.1751 -2.1016 -3.2027 0.16
H -0.7515 -6.8351 2.0276 0.4263 -1.1773 -0.2043 0.13
H 0.8882 -5.0982 1.6244 9.4212 -2.9622 0.1556 -0.02
H 0.3957 -0.8393 -0.8948 0.8293 -2.5263 -1.1793 0.07
H -1.3533 0.4999 -1.9049 -2.9238 -2.2230 -4.4483 0.00
```
Forces are in eV/Å.

highest occupied orbital energy = -7.0779 eV
multiplicity = 1
structure (SMILES) = CCN1CCCc2cc(CN(CCN3CCOCC3)C(=S)Nc3ccc(OC)cc3)ccc21
net charge = 0
orbital gap = 7.3 eV
relative energy (zero: lowest compared OMol25 entry of this formula, charge and spin) = 2268.9 kJ/mol
LUMO = 0.3 eV

---

[2]
The following is a quantum chemistry calculation of a cluster of 2 separate species, C2H9NS2 in total, from the Open Molecules 2025 dataset.

Geometry as XYZ:
```
14
Properties=species:S:1:pos:R:3:forces:R:3:lowdin_charge:R:1
C -2.3608 0.9407 -1.2846 -1.0444 -0.1176 -0.3188 -0.51
S -0.7097 0.7749 -0.5613 0.4316 -0.3705 -0.4247 0.34
S -0.1110 -1.1153 -1.1873 -0.0958 0.5145 0.0134 0.30
H -2.4727 0.3075 -2.2080 0.2742 0.6090 0.9711 0.03
H -2.5571 2.0206 -1.5911 0.2664 -1.3786 0.7041 0.05
H -3.0602 0.5595 -0.4911 0.2759 0.6815 -1.0569 0.03
H -0.5785 -1.8649 -0.1777 -0.1040 0.0592 0.0970 -0.20
C 1.8826 -0.7781 2.2717 -0.2910 0.8010 0.8808 -0.20
N 2.1190 0.6844 2.2993 -0.7197 0.1864 -1.1574 -0.09
H 1.5531 -1.1106 1.2785 0.1761 -0.3358 0.3532 0.02
H 1.0951 -0.9450 3.0459 0.5354 -0.3739 -0.7292 0.08
H 2.8131 -1.2506 2.5958 -0.2975 -0.3159 -0.1509 0.07
H 3.0000 0.8889 1.8264 -0.2847 0.0014 0.0656 0.05
H 1.3746 1.0747 1.6825 0.8775 0.0394 0.7526 0.03
```
Forces are in eV/Å.

highest occupied orbital energy = -9.1905 eV
multiplicity = 1
structure (SMILES) = CSS.CN
net charge = 0
orbital gap = 9.6 eV
relative energy (zero: lowest compared OMol25 entry of this formula, charge and spin) = 67.2 kJ/mol
LUMO = 0.4 eV